The following is a DFT calculation (ωB97M-V/def2-TZVPD) of 2 unconnected molecules or ions with the total composition C22H45BFN3O3 in a non-equilibrium geometry.

Computed properties:
Charge ... -1
<S²> ... 0.754
HOMO level (spin up / spin down) ... -1.5 / -1.5 eV
Kohn-Sham gap (spin up / spin down) ... 3.8 / 3.4 eV
Spin multiplicity ... 2

Structure (XYZ):
```
75
Properties=species:S:1:pos:R:3:lowdin_charge:R:1
C 1.2622 0.6883 2.3638 -0.089
N -0.1904 1.0761 2.4576 -0.078
C -0.8771 -0.1883 2.7911 -0.101
B -0.5378 1.5803 1.1111 -0.494
O 0.4962 1.7844 0.1323 0.083
C -2.0639 1.9007 0.5963 -0.270
C -1.9057 3.1730 -0.3650 -0.120
C -1.2140 4.3998 0.3203 -0.193
F 0.0833 4.6450 -0.1441 -0.060
C -3.0735 2.2172 1.7651 -0.064
C -4.5347 1.6378 1.6455 -0.425
C -5.5134 2.9029 1.5285 -0.047
C -4.9082 0.9946 3.0526 -0.041
N -4.8335 0.7979 0.4860 -0.149
O -6.0041 0.2677 0.4980 -0.010
C -3.7664 -0.1000 0.0257 -0.426
C -4.2855 -0.7262 -1.3480 -0.047
C -3.4542 -1.3385 0.9486 -0.011
C -2.4549 0.6818 -0.3583 -0.056
H 1.3723 -0.1047 1.5748 0.087
H 1.5259 0.1666 3.3276 0.089
H 1.9342 1.5566 2.2123 0.095
H -1.9747 -0.0922 2.9411 0.055
H -0.4561 -0.5404 3.7737 0.096
H -0.6834 -1.0185 2.0615 0.100
H 0.3992 1.1282 -0.5754 0.104
H -2.9442 3.4146 -0.7127 0.120
H -1.3209 2.9181 -1.2844 0.125
H -1.8094 5.3109 0.0375 0.116
H -1.2605 4.3699 1.4418 0.124
H -3.1461 3.3377 1.8304 0.108
H -2.6178 1.9140 2.7440 0.104
H -5.2280 3.7113 2.2406 0.081
H -6.5168 2.5268 1.8674 0.079
H -5.5680 3.2459 0.4670 0.087
H -4.0183 0.5415 3.5640 0.064
H -5.2979 1.7908 3.7320 0.085
H -5.6744 0.1897 2.9772 0.084
H -4.7892 0.0340 -1.9870 0.088
H -5.0119 -1.5404 -1.1275 0.071
H -3.4220 -1.2100 -1.8760 0.101
H -2.3874 -1.6287 0.8200 0.080
H -3.6468 -1.1885 2.0336 0.068
H -4.0578 -2.2254 0.6202 0.086
H -2.6239 1.0865 -1.3942 0.121
H -1.5712 -0.0065 -0.4613 0.133
C 4.4747 -4.1089 -1.0084 -0.052
C 3.9558 -2.6981 -0.6675 -0.523
C 5.1520 -1.7665 -0.3915 -0.164
C 5.9711 -1.3828 -1.6208 -0.195
C 5.1562 -1.3855 -2.9151 -0.160
C 3.6360 -1.2193 -2.7206 -0.542
N 3.1661 -2.2778 -1.8354 -0.225
O 1.7860 -2.2313 -1.6095 -0.335
C 2.9975 -1.4209 -4.1039 -0.065
C 3.3259 0.2155 -2.2544 -0.040
C 3.1821 -2.8002 0.6512 -0.068
H 3.6435 -4.7982 -1.1718 0.078
H 5.0906 -4.5195 -0.1948 0.067
H 5.0851 -4.1091 -1.9138 0.064
H 4.7895 -0.8468 0.0789 0.097
H 5.8200 -2.2213 0.3514 0.106
H 6.4062 -0.3909 -1.4574 0.098
H 6.8209 -2.0644 -1.7318 0.097
H 5.5447 -0.6086 -3.5837 0.106
H 5.3425 -2.3312 -3.4354 0.102
H 3.1497 -2.4442 -4.4567 0.076
H 3.4452 -0.7444 -4.8424 0.067
H 1.9238 -1.2239 -4.0886 0.067
H 3.7021 0.9456 -2.9816 0.071
H 3.7805 0.4581 -1.2911 0.068
H 2.2506 0.3812 -2.1629 0.055
H 3.8304 -3.1679 1.4554 0.071
H 2.3437 -3.4947 0.5848 0.070
H 2.7977 -1.8262 0.9623 0.054
```